Record 1
Molecular formula: C5H6O
Method: DFT, wB97M-V/def2-TZVPD

Last column: Löwdin charge in e.
Atoms and positions in Å:
C1 1.98235 -0.41239 1.22833  -0.0084
C2 2.06454 -0.33802 -0.11281  -0.0643
C3 0.85313 -0.06032 -0.66359  -0.3299
O1 0.24907 0.18943 -1.79893  0.1079
C4 -0.41092 0.61402 -0.48955  -0.1822
C5 -1.76708 -0.01722 -0.34716  -0.0388
H1 1.01854 -0.55156 1.72739  0.0628
H2 2.82837 -0.26930 1.89573  0.0482
H3 -0.35564 1.67522 -0.25684  0.1440
H4 -2.24162 0.19987 0.61498  0.0839
H5 -1.75072 -1.09845 -0.50750  0.0898
H6 -2.38234 0.43823 -1.12975  0.0870

The value obtained for the LUMO energy (alpha / beta) is -0.3496 / -0.3495 eV. The relative energy (zero: lowest compared OMol25 entry of this formula, charge and spin) comes out at 108.8 kcal per mole. Its SMILES is C=C=C1O[C@H]1C. The largest force on an atom comes out at 0.5 eV Å⁻¹.

***

Record 2
Molecular formula: C5H6O
Method: DFT, wB97M-V/def2-TZVPD

Last column: Löwdin charge in e.
Atoms and positions in Å:
C1 -1.39324 0.73056 0.05599  -0.0627
C2 -1.12550 -0.76754 0.08389  -0.2387
O1 0.00060 -0.96026 -0.80080  -0.1221
C3 1.04153 -1.26119 -0.03645  -0.0657
C4 2.14186 -0.42039 -0.35480  -0.1313
C5 2.87363 0.51166 -0.08828  0.1368
H1 -0.43583 1.26619 0.04767  0.0774
H2 -1.95338 1.04451 0.94028  0.0781
H3 -1.94413 1.02277 -0.84240  0.0783
H4 -1.97120 -1.38499 -0.21918  0.1172
H5 -0.75675 -1.10011 1.05756  0.0986
H6 3.52240 1.31879 0.15652  0.0341

The value obtained for the LUMO energy is -0.1772 eV. The relative energy (zero: lowest compared OMol25 entry of this formula, charge and spin) comes out at 116.9 kcal per mole. The largest force on an atom comes out at 0.6 eV Å⁻¹.

***

Number 1: E_tot -269.17283 hartree. Number 2: E_tot -269.16000 hartree.